Here is one molecule with the formula C25H28N2O3S at a distorted geometry from OMol25. Energies are from ωB97M-V with the def2-TZVPD basis set.

```
59
Properties=species:S:1:pos:R:3:forces:R:3
C 4.565 -4.135 -2.581 -0.311 0.005 0.278
C 3.843 -4.389 -1.262 0.457 -0.066 -0.113
O 2.455 -4.125 -1.343 -0.290 0.063 -0.033
C 2.002 -2.847 -1.344 -0.260 0.173 -0.005
C 2.778 -1.707 -1.146 0.224 -0.365 0.029
C 2.187 -0.458 -1.143 -0.395 0.075 -0.087
C 0.817 -0.318 -1.334 0.575 -0.285 -0.065
C 0.192 0.982 -1.319 -1.071 0.401 0.136
N -1.087 1.216 -1.236 0.726 -0.668 -0.165
C -1.221 2.575 -1.265 0.993 0.533 -0.254
C -2.545 3.245 -1.182 -0.415 -0.174 -0.166
S -3.904 2.118 -1.672 -0.109 0.168 0.091
C -4.802 1.967 -0.102 0.144 0.247 -0.277
C -4.050 1.384 1.093 -0.247 0.084 -0.358
O -4.465 1.600 2.216 -0.163 0.122 0.388
N -2.991 0.619 0.809 0.232 -0.207 -0.065
C -2.196 -0.022 1.840 -0.254 -0.211 0.115
C -2.153 -1.529 1.592 0.006 0.105 0.373
C -1.118 -2.174 2.502 0.086 -0.067 -0.261
C 0.270 -1.695 2.095 -0.080 -0.137 0.100
C 0.337 -0.197 1.995 -0.004 0.042 0.081
C 1.579 0.429 2.003 0.048 0.126 0.051
C 1.692 1.804 1.939 0.159 -0.079 0.025
C 0.546 2.581 1.892 -0.138 0.095 0.008
C -0.691 1.970 1.875 0.095 0.069 0.083
C -0.811 0.584 1.900 0.112 0.037 0.108
C 0.024 3.129 -1.374 -1.151 0.154 -0.005
C 0.503 4.530 -1.449 0.125 -0.308 0.129
O 0.922 2.111 -1.402 0.368 -0.219 -0.070
C 0.039 -1.460 -1.542 0.183 0.198 -0.012
C 0.624 -2.703 -1.545 0.233 -0.153 -0.002
H 4.120 -4.740 -3.366 -0.006 -0.053 -0.079
H 4.492 -3.090 -2.871 0.050 0.070 -0.054
H 5.614 -4.402 -2.481 0.130 -0.014 -0.012
H 3.900 -5.451 -1.006 0.030 0.178 0.040
H 4.300 -3.814 -0.447 -0.084 -0.082 -0.023
H 3.842 -1.777 -0.987 0.094 -0.051 -0.004
H 2.792 0.422 -0.983 0.069 0.068 0.036
H -2.574 4.109 -1.848 -0.004 0.045 0.146
H -2.758 3.577 -0.165 -0.013 0.114 0.021
H -5.642 1.306 -0.323 -0.015 0.035 0.048
H -5.206 2.942 0.178 0.006 -0.177 0.131
H -2.606 0.597 -0.134 -0.158 0.026 0.057
H -2.712 0.185 2.787 0.099 -0.095 -0.175
H -1.880 -1.711 0.550 -0.029 -0.037 -0.093
H -3.144 -1.952 1.767 -0.031 0.046 -0.093
H -1.319 -1.894 3.538 -0.022 -0.041 0.080
H -1.171 -3.261 2.428 -0.013 -0.006 0.080
H 0.531 -2.123 1.123 0.038 -0.058 0.026
H 1.018 -2.041 2.814 0.038 0.003 -0.060
H 2.470 -0.181 2.064 0.100 -0.078 0.006
H 2.666 2.270 1.941 0.095 0.036 0.013
H 0.619 3.659 1.875 0.003 0.100 0.000
H -1.588 2.571 1.851 -0.109 0.071 -0.036
H 1.437 4.569 -2.005 0.033 0.107 -0.072
H 0.681 4.931 -0.451 0.053 0.098 0.040
H -0.241 5.152 -1.942 -0.014 0.056 -0.037
H -1.019 -1.344 -1.712 -0.137 -0.021 -0.016
H 0.038 -3.596 -1.702 -0.081 -0.099 -0.028
```
Forces are in eV/Å.

Summary:
**Relative energy (zero: lowest compared OMol25 entry of this formula, charge and spin)**: 0.000 eV
**HOMO**: -8.0 eV
**Gap between HOMO and LUMO**: 8.605 eV
**Total energy**: -1702.92393 hartree